ORCA calculation (wB97M-V/def2-TZVPD) on a structure of composition C31H42AsBr2CuN3OSi3.

Values from the calculation:
- Gap between HOMO and LUMO: 0.210 Ha
- LUMO: 2.44 eV
- Total charge: -1

Last column: Mulliken charge in e.
Element x y z (Å)
1 Cu -0.4941 0.2958 0.7834  -0.842
2 C -3.7170 0.6798 -0.1143  -1.354
3 C -2.8721 1.9161 0.0517  0.884
4 C -3.4441 3.0777 0.5058  -1.449
5 C -2.6083 4.2391 0.6503  -0.430
6 C -1.3046 4.1744 0.3626  0.191
7 C -0.2520 5.2451 0.2923  0.239
8 Br -1.0668 7.0665 0.1833  -0.147
9 C 1.9624 5.1226 -1.0477  -0.514
10 C 2.5156 3.9565 -0.7443  -0.690
11 Br 4.3134 3.6072 -0.3494  -0.196
12 C 1.4366 2.9521 -0.6581  0.010
13 O 1.3925 1.6096 -0.2462  -0.096
14 C -0.7049 2.9147 -0.1931  1.858
15 N -1.5753 1.7601 -0.2985  0.191
16 H -4.6224 0.7339 0.4896  0.463
17 H -3.1458 -0.2024 0.1783  -0.097
18 H -4.0053 0.5577 -1.1629  0.154
19 H -4.4949 3.1135 0.7593  0.374
20 H -3.0438 5.1812 0.9670  0.423
21 H 2.4783 6.0713 -1.1211  0.470
22 C 0.2588 -2.0459 5.7449  -0.696
23 C 0.5688 -0.7125 5.9983  -0.510
24 C 0.6128 0.2313 4.9823  -0.662
25 C 0.3399 -0.1378 3.6508  0.342
26 C 0.0209 -1.4850 3.4123  0.049
27 C -0.0172 -2.4187 4.4344  -0.173
28 N 0.3592 0.7285 2.5632  0.743
29 N 0.7198 1.9748 2.8968  -0.720
30 C 0.8377 2.8537 1.9588  -1.135
31 C 1.0567 4.2690 2.2749  -1.265
32 C 0.6653 5.3037 1.5203  -0.754
33 C 0.4436 4.9671 -1.1162  -0.392
34 C 0.2107 3.4511 -1.3826  -0.874
35 C 0.6217 2.5767 0.5287  1.648
36 H 0.2295 -2.7726 6.5479  0.368
37 H 0.7809 -0.4002 7.0157  0.338
38 H 0.8559 1.2617 5.1950  0.351
39 H -0.1985 -1.7645 2.3905  -0.307
40 H -0.2634 -3.4515 4.2067  0.306
41 H 1.5999 4.4780 3.1935  0.346
42 H 0.9705 6.2959 1.8290  0.391
43 H -0.0098 5.6110 -1.8618  0.941
44 H 0.0131 3.1722 -2.4198  0.363
45 C -3.0889 -2.6013 -1.6091  -1.247
46 Si -1.5740 -1.8585 -2.4399  0.454
47 C -1.9266 -0.1730 -3.1574  -0.708
48 C -1.1446 -3.0146 -3.8529  -1.133
49 As 0.0059 -1.4984 -0.7289  0.726
50 Si 0.3471 -3.6910 0.0601  0.618
51 C -1.1172 -4.1333 1.1428  -1.301
52 C 1.9263 -3.7243 1.0580  -1.141
53 C 0.4598 -5.0612 -1.2138  -1.099
54 Si 2.0224 -1.0851 -1.8799  0.594
55 C 2.6528 -2.5854 -2.8267  -1.090
56 C 3.3525 -0.6621 -0.6476  -0.825
57 C 1.7546 0.2708 -3.1329  -0.654
58 H -4.0097 -2.1401 -1.9797  0.430
59 H -3.0621 -2.4591 -0.5266  0.254
60 H -3.1420 -3.6768 -1.8050  0.354
61 H -2.9527 -0.1041 -3.5341  0.474
62 H -1.2423 0.0453 -3.9841  0.303
63 H -1.7921 0.5891 -2.3794  -0.215
64 H -1.8622 -2.8423 -4.6631  0.387
65 H -1.2178 -4.0614 -3.5500  0.294
66 H -0.1444 -2.8481 -4.2571  0.252
67 H -1.4864 -3.2770 1.7147  0.369
68 H -0.8358 -4.9173 1.8543  0.478
69 H -1.9426 -4.5091 0.5293  0.326
70 H 2.0295 -2.8274 1.6744  0.306
71 H 2.7935 -3.7842 0.3931  0.319
72 H 1.9434 -4.5961 1.7198  0.462
73 H -0.4753 -5.1642 -1.7717  0.219
74 H 0.6452 -6.0054 -0.6887  0.359
75 H 1.2667 -4.9042 -1.9332  0.291
76 H 3.0948 -3.3213 -2.1472  0.255
77 H 3.4304 -2.2662 -3.5308  0.369
78 H 1.8665 -3.0842 -3.3951  0.210
79 H 3.6179 -1.5453 -0.0608  0.277
80 H 3.0203 0.1193 0.0433  -0.013
81 H 4.2511 -0.3089 -1.1650  0.404
82 H 1.3372 -0.1387 -4.0575  0.358
83 H 2.7073 0.7562 -3.3688  0.440
84 H 1.0670 1.0304 -2.7545  -0.299

ORCA calculation (wB97M-V/def2-TZVPD) on a structure of composition C16H18N3O8P2Ru.

Values from the calculation:
- Gap between HOMO and LUMO (alpha / beta): 0.274 / 0.278 Ha
- 2S+1: 2
- LUMO (alpha / beta): 0.00 / -0.18 eV
- Total charge: 0
- ⟨S²⟩: 0.75
- Relative energy (zero: lowest compared OMol25 entry of this formula, charge and spin): 20.1 kJ/mol

Last column: Mulliken spin population.
Element x y z (Å)
1 Ru -0.1215 -0.1926 0.5395  0.847
2 O -1.5663 -0.8097 1.6640  0.069
3 C -2.7103 -1.1790 1.1041  -0.005
4 C -3.4142 -2.2337 1.7051  0.023
5 C -4.6153 -2.6691 1.1909  -0.013
6 C -5.1784 -2.0616 0.0660  0.025
7 C -4.5148 -1.0095 -0.5233  -0.015
8 C -3.2781 -0.5657 -0.0392  0.024
9 C -2.6788 0.6243 -0.5965  -0.014
10 N -1.4476 0.9087 -0.3996  -0.011
11 N -1.0303 2.2227 -0.6014  0.024
12 C -0.1085 2.4898 0.2735  -0.008
13 O 0.3493 1.6202 1.1435  0.036
14 C 0.4606 3.8567 0.3328  -0.004
15 C 0.0582 4.8340 -0.5740  -0.002
16 C 0.6015 6.1058 -0.5075  0.001
17 C 1.5462 6.4109 0.4646  -0.002
18 C 1.9466 5.4391 1.3699  0.001
19 C 1.4072 4.1630 1.3046  0.001
20 H -2.9695 -2.6983 2.5748  0.001
21 H -5.1294 -3.4936 1.6694  0.000
22 H -6.1260 -2.4032 -0.3273  0.002
23 H -4.9480 -0.5043 -1.3793  -0.001
24 H -3.2951 1.3691 -1.0931  -0.001
25 H -0.6792 4.5819 -1.3233  0.000
26 H 0.2877 6.8631 -1.2142  0.000
27 H 1.9679 7.4067 0.5162  0.000
28 H 2.6797 5.6759 2.1302  0.000
29 H 1.7063 3.3946 2.0038  0.002
30 N 2.9999 -3.5736 0.2919  -0.001
31 C 2.2697 -2.6444 -0.6602  0.002
32 C 2.8510 -2.7076 -2.0610  -0.001
33 P 2.3675 -0.9722 0.0910  -0.011
34 O 3.9609 -0.7816 0.0088  0.001
35 O 1.6212 0.0176 -0.7673  0.015
36 O 1.8243 -1.0835 1.4839  -0.002
37 P 0.4812 -3.1952 -0.4809  0.005
38 O 0.2073 -4.0362 -1.8172  0.000
39 O -0.4045 -1.9762 -0.5719  0.012
40 O 0.5464 -4.0845 0.7082  0.001
41 H 3.7727 -3.1146 0.7732  0.000
42 H 3.3474 -4.3947 -0.2010  0.000
43 H 2.2267 -3.8933 0.9407  0.000
44 H 3.8983 -2.4031 -2.0707  0.000
45 H 2.2968 -2.0217 -2.7005  0.000
46 H 2.7500 -3.7092 -2.4823  0.000
47 H 4.2648 0.0510 0.3939  -0.001
48 H -0.4816 -3.6231 -2.3526  0.000

ORCA calculation (wB97M-V/def2-TZVPD) on the ion C7H17IN2O3P with charge +1 in a non-equilibrium geometry.

Values from the calculation:
- Gap between HOMO and LUMO: 0.321 Ha
- SMILES string: CN[P@](=O)(I)OC[C@@H]1C[NH2+]C[C@H](C)O1
- LUMO: -3.41 eV
- Total charge: +1
- Relative energy (zero: lowest compared OMol25 entry of this formula, charge and spin): 79.6 kJ/mol

Last column: Mulliken charge in e.
Element x y z (Å)
1 C -5.0521 1.8657 -0.1484  -0.893
2 N -4.0317 1.6177 0.7911  -0.434
3 P -2.4119 0.8229 -0.1153  0.520
4 O -1.9182 1.5099 -1.2682  -0.589
5 I -2.8253 -1.5852 -0.3181  -0.023
6 O -1.2447 0.6013 0.9386  -0.116
7 C -0.0796 1.3587 0.8894  -0.899
8 C 1.1783 0.7425 0.3291  0.674
9 C 1.0880 0.3745 -1.1845  -1.154
10 N 2.0973 -0.5766 -1.7358  -0.155
11 C 2.1255 -1.7441 -0.8477  -0.719
12 C 2.5948 -1.2520 0.5835  0.389
13 C 2.9786 -2.2924 1.6024  -1.638
14 O 1.3661 -0.4981 0.9734  -0.467
15 H -4.8823 2.7302 -0.7974  0.288
16 H -5.2596 0.9892 -0.6799  0.378
17 H -5.9110 2.1092 0.4225  0.375
18 H -4.3879 0.8638 1.4238  0.328
19 H -0.3271 2.4117 0.5064  0.461
20 H 0.2540 1.5748 1.9345  0.384
21 H 2.1851 1.1833 0.5542  0.362
22 H 0.1404 -0.1408 -1.3974  0.368
23 H 0.9767 1.1875 -1.8933  0.386
24 H 3.1340 -0.1381 -1.7941  0.418
25 H 1.7629 -0.7905 -2.7647  0.419
26 H 2.7664 -2.5356 -1.2197  0.441
27 H 1.0889 -2.1255 -0.7754  0.311
28 H 3.4652 -0.5860 0.3904  0.315
29 H 2.2853 -3.0248 1.5656  0.459
30 H 2.8536 -1.8768 2.5082  0.457
31 H 3.9903 -2.7762 1.5263  0.355

ORCA calculation (wB97M-V/def2-TZVPD) on a structure of composition C22H15Br2F5N5O2PtSTe.

Values from the calculation:
- Gap between HOMO and LUMO (alpha / beta): 0.201 / 0.221 Ha
- 2S+1: 5
- LUMO (alpha / beta): -4.01 / -5.87 eV
- Total charge: +1
- ⟨S²⟩: 6.07
- Relative energy (zero: lowest compared OMol25 entry of this formula, charge and spin): 31.7 kJ/mol

Last column: Mulliken spin population.
Element x y z (Å)
1 Pt -0.4556 0.0769 0.9750  0.643
2 N 2.2310 -0.5862 4.2685  0.137
3 C 1.5095 -0.4004 3.1613  0.067
4 S -0.2071 -0.3871 3.2435  0.101
5 N 2.2246 -0.2729 2.0246  0.376
6 N 1.5144 0.0808 0.9862  0.367
7 C 2.1177 -0.0414 -0.3163  0.131
8 C 3.4824 -0.4906 -0.5055  0.096
9 C 3.7328 -1.4837 -1.4606  0.082
10 C 5.0255 -1.9231 -1.6872  -0.034
11 C 6.0798 -1.3718 -0.9727  0.067
12 C 5.8405 -0.3861 -0.0214  -0.030
13 C 4.5509 0.0487 0.2213  0.083
14 C 1.2331 0.2710 -1.3609  0.173
15 C 1.6388 0.5080 -2.6918  0.137
16 C 0.7038 0.8277 -3.6416  -0.009
17 C -0.6440 0.9309 -3.2825  0.157
18 C -0.9953 0.7052 -1.9708  -0.036
19 N -0.1006 0.3736 -1.0392  0.183
20 H 1.7836 -0.7676 5.1501  -0.002
21 H 3.2319 -0.6649 4.1969  -0.005
22 H 2.9008 -1.9340 -1.9879  0.005
23 H 5.2085 -2.7028 -2.4140  0.000
24 H 7.0905 -1.7130 -1.1531  0.004
25 H 6.6651 0.0460 0.5292  0.000
26 H 4.3664 0.8203 0.9554  -0.004
27 H 2.6895 0.4589 -2.9352  0.010
28 H 1.0102 1.0054 -4.6633  0.001
29 H -1.4061 1.1759 -4.0069  0.006
30 H -2.0275 0.7467 -1.6507  0.020
31 Br -1.5416 5.3611 1.0463  0.056
32 C -2.6985 3.9163 1.0107  0.187
33 C -4.0668 4.1112 0.9567  -0.098
34 C -4.9334 3.0338 0.9376  0.257
35 Br -6.7604 3.3747 0.8689  0.058
36 C -4.4575 1.6751 0.9723  -0.015
37 C -5.2929 0.5443 0.9825  0.044
38 C -4.7356 -0.7052 1.0510  -0.010
39 C -3.3468 -0.8357 1.0831  -0.004
40 N -2.5475 0.2214 1.0402  0.017
41 C -3.0780 1.4658 1.0092  0.044
42 C -2.1296 2.5916 1.0430  0.190
43 O -0.9066 2.3908 1.1052  0.380
44 H -4.4620 5.1168 0.9344  0.003
45 H -6.3661 0.6693 0.9489  0.008
46 H -5.3478 -1.5947 1.0760  0.000
47 H -2.8753 -1.8057 1.1490  -0.002
48 F -1.9841 -1.9019 -1.2565  0.000
49 Te -0.7327 -3.1834 -0.6700  0.008
50 F 0.3874 -4.6005 -0.3099  0.007
51 F 0.4769 -2.4883 -1.9077  0.000
52 F -2.1102 -3.9283 0.3392  0.003
53 F -1.3750 -4.1990 -2.0688  0.000
54 O -0.1108 -2.1796 0.7083  0.138

ORCA calculation (wB97M-V/def2-TZVPD) on a cluster of 2 separate species, C9H13NO2 in total in a non-equilibrium geometry.

Values from the calculation:
- Gap between HOMO and LUMO: 0.342 Ha
- SMILES string: Cc1ccc(O)cc1.CC(N)=O
- LUMO: 0.53 eV
- Total charge: 0
- Relative energy (zero: lowest compared OMol25 entry of this formula, charge and spin): 78.3 kJ/mol

Last column: Mulliken charge in e.
Element x y z (Å)
1 C 0.4797 -3.5139 0.2422  -1.331
2 C 0.8904 -2.1918 -0.4027  0.533
3 C 1.1773 -1.0795 0.4077  -0.506
4 C 1.4607 0.1367 -0.1625  -0.410
5 C 1.3028 0.2842 -1.5525  0.446
6 O 1.6129 1.5251 -2.0759  -0.545
7 C 0.8344 -0.7368 -2.3433  -0.631
8 C 0.7714 -2.0178 -1.7668  -0.517
9 H 1.0806 -3.7090 1.1289  0.384
10 H 0.7754 -4.3099 -0.4461  0.372
11 H -0.5993 -3.4770 0.3574  0.286
12 H 0.9535 -1.2113 1.4523  0.436
13 H 1.5543 1.0807 0.3480  0.478
14 H 0.8810 1.9429 -2.5472  0.317
15 H 0.5001 -0.5724 -3.3578  0.369
16 H 0.8174 -2.8824 -2.4232  0.311
17 C -2.0485 2.6369 0.4908  -0.837
18 C -1.4560 2.7505 1.8801  0.710
19 N -1.0901 1.5612 2.4370  -0.365
20 O -1.3718 3.7950 2.4927  -0.617
21 H -2.6344 1.7240 0.4389  0.326
22 H -1.2371 2.5847 -0.1976  0.115
23 H -2.6854 3.4668 0.2622  0.304
24 H -0.6662 1.5279 3.3421  0.205
25 H -1.3031 0.6852 1.9952  0.167

ORCA calculation (wB97M-V/def2-TZVPD) on a cluster of 2 separate species, C37H50N5O4 in total in a non-equilibrium geometry.

Values from the calculation:
- Gap between HOMO and LUMO: 0.208 Ha
- LUMO: -4.37 eV
- Total charge: +1
- Relative energy (zero: lowest compared OMol25 entry of this formula, charge and spin): 0.0 kJ/mol

Last column: Mulliken charge in e.
Element x y z (Å)
1 C 2.7252 6.6177 3.4552  -0.759
2 O 1.3639 6.4385 3.8981  -0.425
3 C 0.5512 5.6326 3.1661  0.739
4 C 0.9047 4.9705 1.9873  -0.905
5 C 0.2635 3.7785 1.6536  -0.115
6 C 0.8538 2.8496 0.6196  -0.610
7 C 1.5568 1.6591 1.2936  0.342
8 C 2.8395 2.0928 2.0120  -0.129
9 O 2.9333 2.8483 2.9790  -0.674
10 N 3.8794 1.4389 1.4155  0.309
11 C 5.2481 1.7189 1.7918  -1.002
12 C 3.5201 0.6795 0.2240  0.151
13 C 3.9233 1.4547 -1.0371  -1.394
14 C 4.2009 -0.6946 0.2494  -1.653
15 N 2.0519 0.6294 0.3720  0.460
16 C 1.1961 -0.1554 -0.3152  -0.064
17 C 1.5059 -0.8678 -1.4699  0.073
18 C 0.6493 -1.7007 -2.1907  0.070
19 C 1.1222 -2.3221 -3.4083  0.266
20 C 0.2274 -2.7276 -4.4352  -0.224
21 C 0.6743 -3.3522 -5.5973  -0.655
22 C 2.0461 -3.5310 -5.8250  -0.485
23 C 2.9619 -3.0895 -4.8598  -0.790
24 C 2.5155 -2.5236 -3.6671  -0.322
25 C -0.8986 3.3986 2.3276  -0.190
26 C -1.3670 4.1417 3.4165  0.607
27 O -2.3783 3.7907 4.2558  -0.454
28 C -3.2395 2.6938 3.8946  -0.824
29 C -0.6780 5.3184 3.7908  0.756
30 O -1.0640 6.0066 4.9041  -0.523
31 C -0.6317 5.4908 6.2002  -0.549
32 H 3.1876 7.2241 4.2348  0.276
33 H 3.2401 5.6501 3.3638  0.271
34 H 2.7490 7.1505 2.4942  0.323
35 H 1.7696 5.3091 1.4085  0.317
36 H 0.0694 2.4586 -0.0488  0.224
37 H 1.5961 3.3838 0.0010  0.280
38 H 0.8831 1.2000 2.0422  0.357
39 H 5.2440 2.3361 2.6936  0.367
40 H 5.7797 0.7831 1.9950  0.283
41 H 5.7799 2.2517 0.9916  0.355
42 H 3.5796 2.4966 -0.9720  0.358
43 H 5.0169 1.4443 -1.1316  0.480
44 H 3.4889 0.9960 -1.9300  0.300
45 H 4.0269 -1.1766 1.2201  0.402
46 H 3.8186 -1.3413 -0.5427  0.368
47 H 5.2800 -0.5609 0.1009  0.492
48 H 0.1779 -0.1880 0.0817  0.759
49 H 2.5045 -0.7107 -1.8800  0.182
50 H -0.3941 -1.8096 -1.8867  -0.251
51 H -0.8388 -2.5361 -4.2892  0.465
52 H -0.0529 -3.7031 -6.3314  0.443
53 H 2.3987 -4.0055 -6.7420  0.399
54 H 4.0337 -3.2000 -5.0348  0.412
55 H 3.2500 -2.2417 -2.9080  0.418
56 H -1.4172 2.4803 2.0301  -0.143
57 H -4.0232 2.6973 4.6544  0.300
58 H -3.6782 2.8452 2.8958  0.298
59 H -2.6873 1.7417 3.9251  0.327
60 H -1.0601 6.1855 6.9216  0.271
61 H -1.0283 4.4806 6.3466  0.218
62 H 0.4627 5.4985 6.2500  0.208
63 C -2.8630 -1.7310 1.9379  -1.117
64 N -2.1601 -2.2492 0.7670  0.337
65 C -1.5436 -3.5546 0.9565  -1.025
66 C -2.4069 -1.7909 -0.4896  0.227
67 N -1.8992 -2.4622 -1.5389  0.044
68 C -2.8501 -2.9224 -2.5485  -1.100
69 C -2.7956 -4.4090 -2.8738  0.393
70 C -3.9889 -5.1378 -3.0066  -0.636
71 C -3.9566 -6.4716 -3.4221  -0.649
72 C -2.7338 -7.0801 -3.7358  -0.501
73 C -1.5422 -6.3635 -3.5665  -0.798
74 C -1.5783 -5.0497 -3.0823  -0.174
75 N -3.0933 -0.5855 -0.5545  0.325
76 C -2.4678 0.5663 0.1001  -1.182
77 C -3.8730 -0.2177 -1.7309  -0.942
78 H -3.7318 -1.1300 1.6492  0.368
79 H -3.2099 -2.5747 2.5469  0.404
80 H -2.1920 -1.1273 2.5668  0.293
81 H -1.1538 -3.8984 -0.0053  0.267
82 H -0.7309 -3.4753 1.6901  0.342
83 H -2.2875 -4.2724 1.3363  0.359
84 H -3.8789 -2.7354 -2.2070  0.562
85 H -2.7144 -2.3283 -3.4746  0.410
86 H -4.9417 -4.6517 -2.7787  0.355
87 H -4.8875 -7.0351 -3.5094  0.380
88 H -2.7089 -8.1069 -4.1043  0.371
89 H -0.5796 -6.8162 -3.8072  0.407
90 H -0.6532 -4.4986 -2.8919  0.465
91 H -1.7507 0.2347 0.8580  -0.002
92 H -1.9352 1.1831 -0.6450  0.489
93 H -3.2439 1.1845 0.5777  0.546
94 H -4.7287 -0.8946 -1.8556  0.318
95 H -4.2690 0.7886 -1.5652  0.381
96 H -3.2642 -0.2118 -2.6475  0.300